(1)
{"formula": "C8H6N2", "method": "ωB97M-V with the def2-TZVPD basis set", "species": ["C", "C", "C", "C", "C", "C", "C", "C", "N", "N", "H", "H", "H", "H", "H", "H"], "positions_angstrom": [[4.611, -0.088, 0.089], [3.382, 0.097, 0.069], [-1.985, 1.235, 0.007], [-2.866, 0.130, 0.087], [-0.640, 1.061, -0.043], [-2.383, -1.153, -0.048], [-0.109, -0.270, 0.030], [-1.027, -1.313, 0.076], [1.208, -0.511, -0.110], [2.124, 0.454, 0.082], [5.530, -0.490, 0.424], [-2.311, 2.203, -0.072], [-3.862, 0.221, 0.221], [0.196, 1.709, -0.211], [-3.211, -1.835, -0.078], [1.343, -1.449, -0.522]], "forces_ev_per_angstrom": [[-3.5004, 0.1816, 0.2350], [3.7144, -0.8412, -0.3019], [0.9839, -1.2968, 0.2620], [3.1774, 0.0744, -0.6399], [1.3684, -1.4987, 0.0541], [-0.5445, 1.6178, 1.2537], [-2.7059, 0.9453, -0.1258], [1.6571, -2.3408, -1.2552], [1.2954, 1.2818, 0.1670], [-2.3462, -1.5763, -0.2476], [0.4612, 0.1085, -0.1795], [-1.1916, 2.1831, -0.0465], [-3.1786, 0.8327, 0.0863], [-0.4796, 1.4969, 0.0325], [0.4749, -1.2634, -0.0128], [0.8142, 0.0951, 0.7186]], "lowdin_charge": [0.118, -0.236, -0.061, -0.057, -0.013, -0.125, -0.311, 0.036, 0.074, 0.061, 0.011, 0.077, 0.068, 0.096, 0.089, 0.172], "de_lowest_kj_mol": 729.6, "homo_lumo_gap_ev": [5.164, 4.622], "lumo_ev": [-2.2, -2.5], "homo_ha": [-0.271, -0.261]}

(2)
{"formula": "C8H6N2O3S", "method": "ωB97M-V with the def2-TZVPD basis set", "species": ["O", "S", "O", "C", "C", "N", "C", "O", "C", "C", "C", "C", "N", "C", "H", "H", "H", "H", "H", "H"], "positions_angstrom": [[-2.677, -1.097, 1.478], [-2.946, -0.424, 0.291], [-3.759, -1.028, -0.749], [-3.513, 1.311, 0.490], [-2.643, 2.028, -0.217], [-1.502, 1.429, -0.683], [-1.427, 0.235, -0.449], [-0.178, -0.773, -1.019], [1.097, -0.660, -0.490], [1.701, 0.264, 0.415], [3.059, 0.113, 0.681], [3.748, -0.960, 0.276], [3.147, -1.919, -0.508], [1.926, -1.741, -0.847], [-4.512, 1.376, 0.781], [-2.820, 3.074, -0.290], [1.230, 1.216, 0.604], [3.723, 0.844, 1.217], [4.753, -0.952, 0.703], [1.595, -2.335, -1.685]], "forces_ev_per_angstrom": [[0.5479, -1.2364, 2.4532], [-1.5233, 0.9059, -2.8808], [0.8619, 0.5502, 0.9655], [1.8242, -2.4798, -1.4542], [-2.5161, 0.8157, 2.0161], [2.4748, 0.7759, -1.0478], [3.3220, -3.5965, -1.5683], [-3.0206, 3.0406, 1.8442], [0.7626, 0.4939, 2.0969], [-1.2472, 0.0488, -2.2657], [0.2024, 1.8174, 1.1556], [-0.4759, -1.6860, -0.4332], [3.2918, 0.6413, 1.4868], [-1.4733, 0.5404, -1.7335], [-1.2412, 0.7921, 0.6264], [0.4197, 0.7529, -0.6578], [-0.3399, -0.0412, 0.4334], [-1.4657, -0.3140, -0.3078], [0.0811, -1.1643, -0.9396], [-0.4851, -0.6570, 0.2106]], "lowdin_charge": [-0.248, 0.711, -0.274, -0.052, -0.165, 0.117, -0.167, -0.004, -0.243, 0.003, -0.119, -0.153, 0.078, -0.131, 0.083, 0.113, 0.100, 0.123, 0.106, 0.121], "de_lowest_kj_mol": 206.4, "smiles": "O=S1(=O)C=CN=C1Oc1cccnc1", "homo_lumo_gap_ev": 7.727, "lumo_ev": -1.4, "homo_ha": -0.335}

(3)
{"formula": "C8H6N2O4Pr", "method": "ωB97M-V with the def2-TZVPD basis set", "species": ["O", "C", "Pr", "O", "C", "C", "O", "C", "O", "C", "N", "C", "C", "N", "C", "H", "H", "H", "H", "H", "H"], "positions_angstrom": [[1.513, 2.454, -2.456], [0.776, 1.592, -2.253], [-0.656, -0.414, -1.564], [3.925, -0.641, -2.455], [2.793, -0.710, -2.339], [-0.588, -0.063, -4.366], [-0.653, 0.114, -5.497], [0.162, -2.884, -2.215], [0.511, -3.949, -2.482], [-1.632, -0.379, 3.285], [-0.792, 0.199, 2.229], [-0.047, 1.367, 2.355], [0.559, 1.577, 1.149], [0.164, 0.560, 0.279], [-0.665, -0.255, 0.983], [-1.023, -0.617, 4.164], [-2.437, 0.318, 3.546], [-2.071, -1.301, 2.905], [-0.015, 1.933, 3.266], [1.271, 2.328, 0.833], [-1.093, -1.229, 0.634]], "forces_ev_per_angstrom": [[-3.1667, -3.6278, 0.8481], [3.5595, 4.4043, -1.0780], [0.3506, 0.2152, -1.2958], [-3.2261, -0.2410, 0.3003], [2.8369, 0.2040, -0.1978], [-0.4207, 0.6011, -4.3012], [0.3215, -0.6671, 4.2339], [1.6407, -5.1702, -1.1649], [-1.5024, 4.6716, 1.1262], [-0.3439, -0.3729, 0.4510], [0.0500, 0.5375, -0.0396], [-0.1801, -1.0128, -0.7084], [-0.0339, -0.6064, -0.5261], [-0.0967, 0.0070, 0.1919], [-0.0446, 0.1357, 1.1774], [-0.0962, 0.1695, -0.2388], [0.3026, -0.0922, -0.0639], [0.0068, 0.0415, 0.0704], [-0.0016, 0.0862, 0.2494], [-0.2103, 0.0648, 0.0900], [0.2547, 0.6517, 0.8761]], "lowdin_charge": [0.242, -0.040, 1.483, 0.166, 0.076, 0.041, 0.227, 0.023, 0.228, 0.066, -0.050, 0.089, 0.016, -0.166, -0.234, 0.132, 0.132, 0.110, 0.169, 0.151, 0.137], "de_lowest_kj_mol": 62.2, "spin_multiplicity": 3, "homo_lumo_gap_ev": [7.270, 8.070], "lumo_ev": [-14.0, -13.2], "total_charge": 3, "homo_ha": [-0.781, -0.782]}

(4)
{"formula": "C8H6N2S3", "method": "ωB97M-V with the def2-TZVPD basis set", "species": ["S", "C", "N", "N", "C", "C", "C", "C", "C", "C", "C", "S", "S", "H", "H", "H", "H", "H", "H"], "positions_angstrom": [[-1.289, 3.285, 3.429], [-0.870, 2.718, 1.844], [-1.061, 1.439, 1.344], [-0.324, 1.175, 0.265], [-0.040, -0.095, -0.195], [1.202, -0.381, -0.706], [1.610, -1.640, -1.109], [0.703, -2.701, -1.031], [-0.583, -2.421, -0.519], [-1.016, -1.146, -0.171], [0.119, 2.371, -0.380], [0.553, 2.548, -2.064], [-0.209, 3.782, 0.575], [-1.090, 0.746, 2.092], [2.019, 0.338, -0.655], [2.614, -1.866, -1.514], [0.925, -3.780, -1.195], [-1.267, -3.257, -0.338], [-1.996, -1.116, 0.327]], "forces_ev_per_angstrom": [[0.6490, -1.2473, -2.7429], [-1.1816, 1.2795, 1.9652], [-0.6071, 1.5261, 3.3721], [2.3976, 3.3622, -3.1280], [-1.6793, -2.3826, -0.5117], [1.9373, 0.3436, 0.2645], [-0.3911, -1.6249, -0.7346], [-0.8611, -0.1341, 0.7962], [0.1834, -0.4479, -0.2346], [1.0709, 0.0313, 0.8217], [-0.5609, -1.3389, -2.8537], [-0.3477, -0.4614, 2.9491], [-0.2784, -1.8144, 0.9534], [0.0292, -0.1121, -0.3889], [-0.5637, 0.3102, -0.1446], [-0.5953, 0.5914, 0.4913], [0.1876, 1.1591, -0.1837], [0.1898, 0.3203, -0.2431], [0.4213, 0.6399, -0.4478]], "lowdin_charge": [0.507, -1.042, -0.007, -0.146, -0.238, -0.069, -0.070, -0.076, -0.097, -0.002, -0.992, 0.528, 0.978, 0.160, 0.112, 0.120, 0.115, 0.105, 0.115], "de_lowest_kj_mol": 61.5, "smiles": "S=c1[nH]n(-c2ccccc2)c(=S)s1", "homo_lumo_gap_ev": 7.824, "lumo_ev": -0.5, "homo_ha": -0.307}